DFT (ωB97M-V/def2-TZVPD) results for the molecule CH3BrO2S in a non-equilibrium geometry.

Structure (XYZ):
```
8
Properties=species:S:1:pos:R:3
C -0.02465 -0.18728 -0.07430
O -1.73369 -2.04396 -0.88847
O -0.67308 -0.32800 -2.31693
S -0.41309 -1.54951 -1.30074
Br -1.04300 -0.81128 -4.29017
H -0.16862 0.73278 -0.49598
H 1.02342 -0.13627 -0.09669
H -0.63145 -0.40310 0.82721
```

The calculation puts the gap between HOMO and LUMO at 7.5540 eV. The calculation puts the maximum force at 0.0690 hartree/bohr.

These are the natural (NBO) partial charges, in e, on atoms 1 to 4: atom 1 (C): -0.79, atom 2 (O): -0.93, atom 3 (O): -0.75, atom 4 (S): 1.49


DFT (ωB97M-V/def2-TZVPD) results for a cluster of 2 separate species, C2H3BrO2 in total in a non-equilibrium geometry.

Structure (XYZ):
```
8
Properties=species:S:1:pos:R:3
C -0.36373 -0.96667 -0.33792
C 0.21920 0.25670 -0.40202
O 0.58942 2.52510 -0.66874
O 0.24095 1.23768 -1.18697
Br 2.18635 0.89732 1.49928
H 0.01492 -1.83074 0.11630
H -1.47566 -1.01507 -0.64982
H 1.06646 2.12822 0.10575
```

The calculation puts the gap between HOMO and LUMO (alpha / beta) at 7.6552 / 7.6544 eV. The calculation puts the maximum force at 0.0722 hartree/bohr.

These are the natural (NBO) partial charges, in e, on atoms 1 to 4: atom 1 (C): -0.50, atom 2 (C): 0.56, atom 3 (O): -0.36, atom 4 (O): -0.21


DFT (ωB97M-V/def2-TZVPD) results for the molecule C17H15NO3S in a non-equilibrium geometry.

Structure (XYZ):
```
37
Properties=species:S:1:pos:R:3
C -5.61051 -0.81895 1.13888
H -6.40818 -1.55596 1.21587
O -4.82147 -1.22651 0.04478
C -3.72255 -0.50016 -0.27292
C -3.30860 0.65586 0.38394
C -2.15264 1.30301 -0.00769
C -1.38991 0.82317 -1.06953
C -1.84234 -0.30472 -1.76334
C -2.97718 -0.96738 -1.36109
H -3.31848 -1.85288 -1.87339
H -1.27102 -0.67763 -2.60101
C -0.16303 1.46956 -1.49731
C 0.85558 1.84099 -0.70773
C 2.02053 2.43311 -1.20890
N 2.98467 2.90476 -1.61584
S 1.11733 1.28524 1.00777
O 2.16116 2.08978 1.57330
O -0.11679 1.17610 1.73525
C 1.73278 -0.35510 0.63981
C 0.83765 -1.40224 0.54711
C 1.30307 -2.65609 0.19069
C 2.65253 -2.86210 -0.07582
C 3.53373 -1.78739 0.02356
C 3.07803 -0.53094 0.37660
H 3.74403 0.31338 0.46216
H 4.58329 -1.94059 -0.17908
C 3.16374 -4.21242 -0.47124
H 2.38237 -4.96396 -0.39913
H 3.52895 -4.18869 -1.49742
H 3.99433 -4.50606 0.16796
H 0.61082 -3.48204 0.11953
H -0.20357 -1.22380 0.76581
H -0.06494 1.63872 -2.56720
H -1.85293 2.20361 0.50158
H -3.87505 1.06071 1.20658
H -6.04739 0.17027 0.97124
H -5.03305 -0.81032 2.06808
```

The structure (SMILES) is COc1ccc(/C=C(/C#N)S(=O)(=O)c2ccc(C)cc2)cc1. The calculation puts the gap between HOMO and LUMO at 8.2629 eV. The calculation puts the maximum force at 0.0231 hartree/bohr.

These are the natural (NBO) partial charges, in e, on atoms 1 to 4: atom 1 (C): -0.25, atom 2 (H): 0.20, atom 3 (O): -0.49, atom 4 (C): 0.33


DFT (ωB97M-V/def2-TZVPD) results for a cluster of 2 separate species, C7H18NO in total in a non-equilibrium geometry.

Structure (XYZ):
```
27
Properties=species:S:1:pos:R:3
C 1.53067 -2.05399 0.72443
C 1.06806 -1.29117 -0.51598
C -0.45340 -1.55015 -0.58906
C -1.32331 -1.14312 0.64113
C -2.70444 2.61806 0.53541
C -1.84899 1.43107 0.42882
C -2.08800 0.16481 0.69895
N 1.35087 0.17902 -0.40685
H 0.96158 -2.97122 0.84054
H 1.28488 -1.52241 1.62391
H 2.55620 -2.42575 0.69898
H 1.56995 -1.68380 -1.40525
H -0.96697 -1.10805 -1.45841
H -0.68350 -2.62085 -0.65281
H -0.71284 -1.09170 1.55698
H -2.01001 -1.99174 0.81244
H -3.73327 2.42551 0.85841
H -2.42224 3.27624 1.37282
H -2.70638 3.19526 -0.41292
H -0.77631 1.62361 0.19471
H -3.13237 -0.07510 1.05039
H 2.07199 0.59593 -1.05186
H 0.52199 0.79000 -0.57133
H 1.67348 0.42703 0.53095
H 3.96014 0.86049 -1.99884
H 3.71653 2.40458 -1.68902
O 3.29568 1.53748 -1.81654
```

As for the net charge: +1. The calculation puts the gap between HOMO and LUMO at 9.5510 eV. The calculation puts the maximum force at 0.0643 hartree/bohr.

These are the natural (NBO) partial charges, in e, on atoms 1 to 4: atom 1 (C): -0.64, atom 2 (C): -0.06, atom 3 (C): -0.43, atom 4 (C): -0.46


DFT (ωB97M-V/def2-TZVPD) results for the molecule C5H8N2.

Structure (XYZ):
```
15
Properties=species:S:1:pos:R:3
C 0.64863 1.54130 -1.91457
N -0.16308 0.67218 -1.03429
C -1.36415 0.13550 -0.81968
C -1.28175 -0.65137 0.33207
C 0.03817 -0.54633 0.78521
C 0.70841 -1.14604 1.97742
N 0.67182 0.26325 -0.07524
H 0.19851 2.54023 -1.92880
H 0.63871 1.12172 -2.92638
H 1.53004 0.86874 -0.56046
H -2.19139 0.33605 -1.48494
H -2.07388 -1.23055 0.78774
H 1.73593 -1.43756 1.74250
H 0.16375 -2.03296 2.31043
H 0.74028 -0.43417 2.80897
```

The calculation puts the gap between HOMO and LUMO at 8.5528 eV. The calculation puts the maximum force at 0.0077 hartree/bohr.

These are the natural (NBO) partial charges, in e, on atoms 1 to 4: atom 1 (C): -0.70, atom 2 (N): -0.11, atom 3 (C): 0.01, atom 4 (C): -0.34


DFT (ωB97M-V/def2-TZVPD) results for a cluster of 11 separate species, C33H74F6O33S9 in total in a non-equilibrium geometry.

Structure (XYZ):
```
155
Properties=species:S:1:pos:R:3
C -12.27850 -15.91128 12.64757
C -13.24597 -14.88334 13.03174
O -12.70028 -13.65029 12.54435
C -12.28398 -12.77824 13.49684
O -12.45432 -12.80871 14.70169
C -11.52891 -11.54108 12.90447
F -11.06941 -11.88500 11.67647
F -12.43884 -10.56269 12.81880
F -10.55546 -11.20980 13.74282
H -11.99012 -15.86563 11.59739
H -12.51473 -16.94871 12.88427
H -11.39098 -15.75638 13.26109
H -13.50350 -14.93235 14.08974
H -14.10159 -15.02374 12.37120
C -10.22835 -17.37976 16.84921
C -10.45204 -15.89843 16.53586
O -11.72201 -15.47659 17.00898
C -12.87287 -15.99033 16.44042
O -12.91313 -16.83622 15.55355
C -14.16017 -15.44041 17.10202
F -14.89603 -14.80891 16.20681
F -14.87277 -16.55155 17.47963
F -13.94939 -14.63601 18.10835
H -10.85956 -18.01444 16.22722
H -10.40755 -17.71933 17.86935
H -9.17403 -17.51719 16.60922
H -10.47257 -15.68797 15.46657
H -9.71092 -15.27316 17.03373
O -15.21195 -25.69525 10.40584
S -15.48408 -25.96832 8.98614
O -14.57032 -26.86416 8.25257
O -17.05694 -26.45996 8.82005
C -17.41896 -27.13970 7.67757
C -18.91779 -26.95366 7.44801
C -15.55459 -24.41866 8.05292
H -17.31519 -28.21739 7.80379
H -16.71085 -26.86143 6.89703
H -19.58051 -27.42552 8.17345
H -19.27339 -27.38607 6.51277
H -19.28501 -25.94345 7.26715
H -15.26430 -24.70072 7.04085
H -14.76516 -23.74087 8.37772
H -16.60283 -24.12565 8.11147
O -19.04373 -15.53989 13.17504
S -17.81727 -16.16776 12.57359
O -16.77307 -15.35952 11.94558
O -17.13937 -17.11370 13.72480
C -15.77877 -17.50845 13.46192
C -15.53651 -18.60168 14.49263
C -18.29098 -17.44669 11.34202
H -15.23953 -16.56133 13.44542
H -15.57129 -17.87497 12.45657
H -14.47827 -18.78834 14.67532
H -16.15328 -19.47963 14.30054
H -15.91422 -18.19940 15.43263
H -17.40289 -17.86416 10.86755
H -19.02232 -17.10625 10.60898
H -18.79307 -18.19543 11.95472
O -15.49378 -21.05807 9.35841
S -14.89132 -19.71264 9.27872
O -14.74493 -18.91997 10.52316
O -13.41085 -19.74183 8.65746
C -13.22837 -20.56381 7.52672
C -11.73045 -20.90963 7.48576
C -15.55740 -18.62503 7.93035
H -13.50126 -20.03128 6.61565
H -13.84964 -21.45932 7.54024
H -11.21367 -19.95747 7.60583
H -11.41478 -21.46504 6.60260
H -11.46739 -21.51074 8.35614
H -14.75936 -17.91566 7.71116
H -16.37810 -18.04521 8.35269
H -16.04519 -19.13960 7.10247
O -11.87739 -28.81050 17.37404
S -10.58199 -28.15495 17.13451
O -9.59905 -28.73294 16.20581
O -10.93331 -26.61284 16.69605
C -9.80538 -25.90677 16.17677
C -10.14918 -24.44854 16.15471
C -9.76188 -27.92567 18.81390
H -9.76154 -26.24764 15.14237
H -8.89325 -25.98971 16.76773
H -10.17196 -24.00759 17.15127
H -11.11512 -24.49178 15.65152
H -9.37826 -23.89557 15.61805
H -9.21737 -28.86180 18.93745
H -10.55883 -27.70585 19.52429
H -9.02764 -27.12195 18.75887
O -9.49561 -13.72962 9.63818
S -8.69359 -14.53616 10.51597
O -8.40704 -14.00655 11.86686
O -9.42481 -16.02415 10.60031
C -10.03823 -16.39829 9.40022
C -10.44573 -17.88388 9.69024
C -7.18498 -15.06707 9.73494
H -9.53490 -16.20101 8.45373
H -10.90882 -15.77169 9.20647
H -9.59751 -18.55844 9.80684
H -11.12302 -18.24940 8.91837
H -11.06955 -17.97415 10.57951
H -7.38416 -15.53562 8.77114
H -6.68638 -15.78021 10.39139
H -6.45027 -14.26310 9.69078
O -10.16931 -26.45991 9.00047
S -11.18928 -26.51873 10.06157
O -12.23695 -25.54054 10.18888
O -11.82709 -28.10331 9.97404
C -12.89368 -28.48600 10.81641
C -13.05210 -30.02712 10.75009
C -10.38617 -26.69512 11.72565
H -13.73583 -27.86402 10.51306
H -12.49086 -28.24666 11.80055
H -14.00234 -30.35935 11.16814
H -12.25737 -30.61603 11.20802
H -13.12153 -30.43924 9.74340
H -9.49271 -26.07278 11.77572
H -10.13916 -27.75636 11.75490
H -11.13717 -26.36549 12.44360
O -10.96750 -23.06978 11.37600
S -12.00870 -23.09081 12.38732
O -12.26307 -24.28972 13.18325
O -11.74068 -21.81074 13.45169
C -11.29522 -20.63886 12.88113
C -11.34815 -19.48979 13.85003
C -13.61972 -22.40692 11.64333
H -11.88040 -20.35410 12.00673
H -10.28596 -20.80375 12.50389
H -12.37254 -19.35098 14.19568
H -11.06030 -18.51304 13.46120
H -10.86811 -19.87955 14.74766
H -14.21648 -23.25839 11.31626
H -13.45337 -21.80584 10.74938
H -14.27610 -21.98670 12.40535
C -14.29918 -25.54546 15.18731
C -14.67131 -26.51422 14.06030
O -15.29973 -27.56314 14.72172
S -16.27735 -27.01041 15.95560
O -16.24056 -27.96668 17.06107
O -17.56069 -26.60273 15.40171
O -15.25784 -25.68537 16.23364
H -14.02013 -24.54655 14.85203
H -13.49695 -25.98204 15.78223
H -13.75247 -26.96831 13.68932
H -15.23973 -26.00888 13.27952
C -17.21313 -23.00690 12.04282
C -17.20525 -21.46741 12.32443
O -17.41374 -21.32914 13.66898
S -16.93989 -22.64909 14.48327
O -18.07279 -23.24898 15.15958
O -15.73975 -22.33069 15.24181
O -16.52828 -23.53376 13.14319
H -16.60988 -23.01794 11.13504
H -18.12354 -23.52951 11.74936
H -18.11081 -21.07861 11.85868
H -16.39564 -20.79266 12.04635
```

The structure (SMILES) is CCOC(=O)C(F)(F)F.CCOC(=O)C(F)(F)F.CCOS(C)(=O)=O.CCOS(C)(=O)=O.CCOS(C)(=O)=O.CCOS(C)(=O)=O.CCOS(C)(=O)=O.CCOS(C)(=O)=O.CCOS(C)(=O)=O.O=S1(=O)OCCO1.O=S1(=O)OCCO1. The calculation puts the gap between HOMO and LUMO at 9.6748 eV. The calculation puts the maximum force at 0.0877 hartree/bohr.

These are the Mulliken partial charges, in e, on atoms 1 to 4: atom 1 (C): -0.16, atom 2 (C): 0.31, atom 3 (O): -0.35, atom 4 (C): 0.39